No. 1
Below is 2 unconnected molecules or ions with the total composition C7H17PS in a non-equilibrium geometry, with properties calculated with ωB97M-V with the def2-TZVPD basis set.

CARTESIAN COORDINATES (ANGSTROEM)
C 1.514 1.080 -1.513
C 1.850 0.704 -0.072
C 3.129 -0.108 -0.055
P 0.308 -0.177 0.656
C 0.848 -0.646 2.320
S 0.535 -2.043 -0.353
H 2.075 1.836 -2.008
H 1.769 0.196 -2.124
H 0.557 1.390 -1.568
H 1.800 1.579 0.503
H 3.296 -0.523 0.918
H 4.023 0.515 -0.412
H 3.094 -1.033 -0.638
H -0.091 -1.263 2.605
H 1.631 -1.364 2.313
H 0.953 0.296 2.944
H -0.809 -2.482 -0.185
C -3.562 -1.218 -0.404
C -2.833 -0.122 -0.160
C -2.424 0.874 -1.154
H -3.658 -1.944 0.357
H -3.934 -1.530 -1.349
H -2.555 0.065 0.854
H -1.385 1.148 -0.906
H -2.282 0.569 -2.207
H -3.113 1.698 -1.239

Computed properties:
charge: 0
energy relative to the best compared isomer or geometry (same formula, charge and spin): 35.6 kcal per mole
SMILES: CC(C)P(C)S.C=CC
F_max: 3.52 eV/Å
2S+1: 1

natural (NBO) atomic charge list, values in e, 8 entries: C -0.61; C -0.48; C -0.63; P 0.71; C -0.98; S -0.37; H 0.21; H 0.21

No. 2
Below is 2 unconnected molecules or ions with the total composition C11H14N2 in a non-equilibrium geometry, with properties calculated with ωB97M-V with the def2-TZVPD basis set.

CARTESIAN COORDINATES (ANGSTROEM)
C -1.264 1.945 -2.381
C -1.454 1.543 -0.984
C -1.357 0.367 -0.313
N -2.051 0.539 0.930
C -2.425 1.864 0.995
N -2.078 2.491 -0.127
H -1.749 1.134 -2.977
H -0.290 2.078 -2.755
H -1.890 2.797 -2.696
H -0.959 -0.511 -0.761
H -2.304 -0.200 1.560
H -2.937 2.358 1.886
C 1.943 0.290 -1.094
C 1.488 -0.677 -0.097
C 1.321 -0.147 1.179
C 0.994 -1.002 2.233
C 1.015 -2.361 2.056
C 0.967 -2.964 0.764
C 1.163 -1.998 -0.378
H 1.829 -0.050 -2.101
H 3.075 0.551 -0.975
H 1.530 1.201 -0.827
H 1.597 0.841 1.517
H 0.601 -0.486 3.168
H 0.888 -3.158 2.884
H 0.904 -3.967 0.603
H 1.443 -2.478 -1.309

Computed properties:
charge: 0
energy relative to the best compared isomer or geometry (same formula, charge and spin): 46.1 kcal per mole
SMILES: Cc1c[nH]cn1.Cc1ccccc1
F_max: 7.11 eV/Å
2S+1: 1

natural (NBO) atomic charge list, values in e, 8 entries: C -0.65; C 0.09; C -0.11; N -0.55; C 0.17; N -0.48; H 0.21; H 0.22

No. 3
Below is 15 unconnected molecules or ions with the total composition C54H132N3O27P5 in a non-equilibrium geometry, with properties calculated with ωB97M-V with the def2-TZVPD basis set.

CARTESIAN COORDINATES (ANGSTROEM)
C 9.737 25.594 18.933
C 9.925 24.193 18.350
N 11.148 23.456 18.881
C 11.501 22.321 18.047
C 10.501 21.245 17.849
C 10.977 23.065 20.285
C 12.159 22.224 20.795
H 8.926 26.129 18.488
H 10.650 26.153 18.775
H 9.489 25.411 19.978
H 9.029 23.602 18.615
H 9.933 24.219 17.253
H 11.857 22.743 17.133
H 12.400 21.892 18.505
H 10.110 20.980 18.847
H 9.673 21.613 17.256
H 10.866 20.330 17.403
H 10.070 22.507 20.473
H 10.916 24.029 20.897
H 11.918 21.967 21.860
H 13.056 22.781 20.641
H 12.288 21.215 20.357
C 4.333 27.775 22.390
C 3.564 26.484 22.721
N 3.336 26.172 24.143
C 4.520 26.087 24.987
C 4.418 24.861 25.908
C 2.246 26.955 24.747
C 0.894 26.444 24.215
H 3.638 28.596 22.624
H 4.617 27.777 21.309
H 5.250 27.809 22.917
H 2.527 26.499 22.352
H 4.058 25.647 22.144
H 5.342 25.911 24.353
H 4.664 27.043 25.525
H 4.665 23.931 25.396
H 5.210 24.917 26.671
H 3.512 24.752 26.445
H 2.306 28.057 24.760
H 2.241 26.710 25.755
H 0.606 25.429 24.652
H 0.776 26.311 23.132
H 0.017 27.096 24.444
C -0.550 30.133 17.858
C 0.190 29.658 19.096
N 1.226 28.693 18.716
C 1.470 27.574 19.599
C 2.340 26.419 19.118
C 2.416 29.283 18.138
C 3.548 29.770 19.094
H -1.113 31.018 18.103
H -1.053 29.272 17.495
H 0.209 30.380 17.060
H 0.600 30.509 19.621
H -0.462 29.162 19.807
H 2.045 27.964 20.438
H 0.504 27.182 19.994
H 2.358 25.642 19.877
H 2.116 25.920 18.194
H 3.350 26.685 18.963
H 2.170 30.185 17.487
H 2.940 28.560 17.523
H 4.433 30.001 18.522
H 3.781 28.965 19.790
H 3.254 30.665 19.710
C 8.368 19.279 25.174
C 7.577 18.535 26.165
O 6.446 18.117 25.984
C 8.280 18.288 27.480
H 9.316 18.784 24.943
H 8.653 20.234 25.610
H 7.830 19.422 24.226
H 8.998 19.062 27.849
H 8.826 17.316 27.401
H 7.484 18.173 28.222
C 2.913 21.462 22.663
C 4.079 21.240 23.565
O 3.899 21.295 24.762
C 5.420 20.853 22.925
H 3.079 22.281 21.869
H 2.127 21.866 23.302
H 2.695 20.540 22.130
H 5.332 20.820 21.830
H 5.831 19.891 23.318
H 6.073 21.701 23.095
C 9.809 24.564 14.268
C 9.104 23.267 14.332
O 9.694 22.232 14.336
C 7.546 23.270 14.352
H 10.864 24.491 14.272
H 9.340 25.197 15.094
H 9.471 25.066 13.334
H 7.167 24.155 13.842
H 7.159 23.378 15.360
H 7.084 22.475 13.886
C -0.273 23.595 20.639
C 0.289 22.784 19.563
O 0.866 23.289 18.624
C 0.223 21.254 19.708
H 0.120 23.131 21.601
H -1.336 23.464 20.747
H -0.053 24.684 20.682
H -0.832 21.000 19.778
H 0.695 20.928 20.668
H 0.624 20.812 18.793
C 5.204 26.316 16.087
C 6.522 26.703 16.793
O 7.592 26.499 16.319
C 6.294 27.290 18.116
H 5.340 25.869 15.103
H 4.698 27.262 15.968
H 4.652 25.708 16.812
H 5.691 26.640 18.836
H 5.808 28.301 17.942
H 7.266 27.430 18.569
C 3.081 17.379 14.975
C 3.896 18.329 15.808
O 4.451 17.907 16.808
C 4.112 19.732 15.465
H 2.165 17.899 14.766
H 2.883 16.440 15.486
H 3.691 17.273 14.111
H 3.373 20.402 15.999
H 3.967 19.963 14.387
H 5.065 20.088 15.840
C -0.575 21.917 15.763
C 0.404 20.836 15.397
O 0.994 20.134 16.173
C 0.564 20.571 13.950
H -1.413 21.815 15.112
H -0.072 22.986 15.605
H -0.793 21.921 16.857
H 1.227 19.683 13.908
H 1.114 21.464 13.540
H -0.371 20.541 13.461
C 7.241 20.753 19.614
O 6.631 21.892 18.916
P 5.366 22.727 19.469
O 5.010 23.756 18.495
O 4.245 21.661 19.794
C 3.554 21.072 18.685
O 5.692 23.133 20.972
C 6.622 24.274 21.192
H 6.466 19.941 19.766
H 7.596 21.056 20.584
H 7.995 20.324 18.994
H 2.767 20.501 19.165
H 4.218 20.328 18.188
H 3.144 21.801 18.048
H 6.688 24.566 22.230
H 6.232 25.180 20.701
H 7.595 24.030 20.781
C 8.014 17.440 17.755
O 9.104 16.876 18.561
P 9.141 17.237 20.062
O 8.643 18.504 20.436
O 10.669 16.972 20.377
C 11.642 18.019 20.197
O 8.469 15.956 20.694
C 8.411 15.848 22.150
H 8.062 16.804 16.864
H 8.124 18.475 17.599
H 7.008 17.239 18.214
H 12.298 18.052 21.123
H 11.230 18.976 20.060
H 12.331 17.850 19.349
H 8.221 16.752 22.723
H 9.427 15.576 22.488
H 7.626 15.058 22.280
C 10.119 22.226 24.235
O 9.224 22.277 25.401
P 8.286 23.526 25.575
O 7.470 23.795 24.410
O 9.418 24.503 26.143
C 9.037 25.668 26.857
O 7.430 23.161 26.864
C 6.261 22.337 26.863
H 10.729 23.109 24.368
H 9.558 22.374 23.322
H 10.667 21.263 24.244
H 8.687 25.437 27.862
H 8.276 26.304 26.314
H 9.948 26.286 27.008
H 6.545 21.361 27.148
H 5.731 22.334 25.944
H 5.564 22.769 27.560
C 1.660 25.390 11.526
O 2.182 26.071 12.721
P 1.828 25.493 14.151
O 0.576 24.724 14.187
O 3.105 24.657 14.512
C 3.182 23.716 15.553
O 1.870 26.845 15.069
C 0.680 27.309 15.631
H 1.758 26.115 10.714
H 0.566 25.089 11.660
H 2.191 24.498 11.379
H 4.194 23.865 15.923
H 3.252 22.712 15.121
H 2.508 23.828 16.360
H 0.236 26.706 16.433
H -0.071 27.593 14.941
H 0.909 28.240 16.082
C 3.649 17.971 24.551
O 3.418 18.149 23.120
P 3.832 16.928 22.171
O 5.107 16.298 22.414
O 2.610 15.980 22.245
C 1.390 16.069 21.473
O 3.606 17.636 20.752
C 4.776 18.318 20.151
H 2.754 17.585 24.932
H 3.797 18.976 24.944
H 4.403 17.252 24.797
H 0.819 15.198 21.746
H 1.606 16.009 20.420
H 0.818 16.979 21.706
H 4.687 18.319 19.084
H 5.681 17.865 20.452
H 4.714 19.350 20.516

Computed properties:
charge: 0
F_max: 4.49 eV/Å
2S+1: 1

Mulliken atomic charge list, values in e, 8 entries: C -1.05; C 0.85; N 0.07; C -1.41; C 0.15; C 0.68; C -1.28; H -0.10

No. 4
Below is a molecular structure, C40H79IN2O17S2 in a non-equilibrium geometry, with properties calculated with ωB97M-V with the def2-TZVPD basis set.

CARTESIAN COORDINATES (ANGSTROEM)
C 1.451 1.301 2.734
C 0.628 0.937 1.486
S -0.214 2.394 0.794
C 0.523 2.771 -0.815
C 0.062 1.827 -1.966
C -1.361 1.348 -1.679
C -2.030 0.569 -2.838
C -2.396 -0.847 -2.406
C -3.476 -0.921 -1.315
O -4.241 0.267 -1.194
C 0.986 0.565 -1.948
O 1.570 0.337 -3.214
C 2.043 -0.979 -3.420
C 0.911 -1.881 -3.946
C 1.360 -2.769 -5.119
O 0.730 -4.048 -5.151
C 1.050 -4.867 -4.133
O 0.389 -5.867 -3.844
C 2.782 -1.590 -2.224
C 3.931 -2.485 -2.706
C 4.413 -3.395 -1.602
N 4.771 -2.834 -0.374
O 4.504 -4.605 -1.803
N 0.151 2.453 -3.307
S 1.685 3.292 -3.483
I -1.350 3.882 -3.590
H 1.714 2.350 2.691
H 0.844 1.161 3.617
H 2.380 0.750 2.802
H 1.203 0.392 0.751
H -0.177 0.283 1.797
H 0.224 3.792 -1.019
H 1.600 2.792 -0.714
H -1.316 0.665 -0.845
H -1.983 2.167 -1.348
H -2.936 1.098 -3.090
H -1.341 0.501 -3.671
H -2.685 -1.393 -3.299
H -1.520 -1.363 -2.025
H -4.122 -1.776 -1.483
H -2.985 -1.115 -0.365
H -4.251 0.499 -0.265
H 1.781 0.744 -1.233
H 0.405 -0.297 -1.644
H 2.765 -0.896 -4.228
H 0.453 -2.467 -3.159
H 0.181 -1.191 -4.347
H 2.439 -2.869 -5.172
H 1.070 -2.285 -6.039
H 1.972 -4.608 -3.588
H 2.088 -2.232 -1.688
H 3.209 -0.841 -1.571
H 3.611 -3.159 -3.483
H 4.758 -1.864 -3.024
H 4.133 -2.110 -0.071
H 4.727 -3.572 0.315
H 1.418 4.104 -4.512
O -4.635 0.340 1.968
C -4.395 1.270 2.703
O -3.151 1.436 3.137
C -2.707 2.600 3.855
C -2.979 2.483 5.337
C -5.487 2.184 3.198
H -3.130 3.507 3.425
H -1.634 2.646 3.678
H -4.047 2.420 5.543
H -2.576 3.345 5.872
H -2.526 1.576 5.738
H -5.959 1.727 4.068
H -6.226 2.287 2.407
H -5.145 3.184 3.451
O -3.906 -0.359 7.228
C -4.458 -1.251 6.644
O -4.981 -1.016 5.429
C -5.487 -2.050 4.576
C -6.927 -2.389 4.902
C -4.646 -2.610 7.278
H -4.837 -2.925 4.604
H -5.425 -1.643 3.568
H -7.032 -2.783 5.913
H -7.309 -3.132 4.203
H -7.547 -1.494 4.836
H -5.535 -2.582 7.906
H -3.781 -2.814 7.904
H -4.737 -3.427 6.566
O -0.016 6.644 7.586
C -0.335 5.853 8.426
O -0.714 4.618 8.045
C -0.945 3.553 8.969
C -2.357 3.584 9.516
C -0.395 6.229 9.889
H -0.194 3.551 9.760
H -0.801 2.638 8.397
H -2.547 4.494 10.086
H -2.532 2.727 10.167
H -3.076 3.553 8.698
H -1.355 6.701 10.089
H 0.396 6.948 10.085
H -0.258 5.394 10.572
O 4.106 -5.208 -5.566
C 4.965 -6.046 -5.444
O 5.186 -6.902 -6.451
C 6.298 -7.801 -6.472
C 6.001 -9.085 -5.726
C 5.728 -6.197 -4.152
H 7.198 -7.305 -6.107
H 6.463 -8.016 -7.526
H 5.815 -8.901 -4.668
H 6.840 -9.775 -5.812
H 5.111 -9.561 -6.137
H 5.140 -6.804 -3.466
H 5.857 -5.212 -3.722
H 6.720 -6.629 -4.264
O 8.231 -3.917 -5.487
C 7.739 -2.903 -5.900
O 8.545 -1.960 -6.421
C 8.049 -0.800 -7.091
C 7.722 0.317 -6.123
C 6.258 -2.637 -5.775
H 7.203 -1.056 -7.730
H 8.858 -0.491 -7.751
H 6.924 0.033 -5.437
H 7.408 1.210 -6.664
H 8.598 0.562 -5.523
H 6.053 -2.234 -4.787
H 5.736 -3.582 -5.889
H 5.861 -1.962 -6.531
O -4.300 5.377 2.666
C -4.950 5.719 1.717
O -5.187 4.813 0.754
C -6.070 5.041 -0.347
C -5.372 5.746 -1.491
C -5.424 7.141 1.544
H -6.967 5.568 -0.019
H -6.386 4.049 -0.663
H -5.027 6.739 -1.202
H -6.047 5.850 -2.341
H -4.499 5.175 -1.805
H -4.619 7.724 1.099
H -5.647 7.546 2.527
H -6.319 7.242 0.934

Computed properties:
charge: 0
F_max: 3.08 eV/Å
2S+1: 1

Mulliken atomic charge list, values in e, 8 entries: C -1.18; C -0.02; S -0.07; C -1.40; C 2.20; C -2.57; C -1.27; C -0.43

No. 5
Below is a molecular structure, C5H7NO2 in a non-equilibrium geometry, with properties calculated with ωB97M-V with the def2-TZVPD basis set.

CARTESIAN COORDINATES (ANGSTROEM)
C -0.444 0.768 -0.555
C -0.554 0.481 1.086
C -0.246 -0.904 0.419
C -1.233 -0.654 -0.687
C 1.151 -0.818 -0.260
H 2.898 1.241 -0.148
H -0.995 1.662 -1.090
H -0.044 1.208 1.724
H -1.768 0.353 1.184
H -0.340 -1.816 1.096
H -2.170 -0.600 -0.407
H -1.056 -1.460 -1.551
N 0.818 0.455 -0.946
O 1.672 1.327 0.060
O 2.311 -1.243 0.075

Computed properties:
charge: 0
energy relative to the best compared isomer or geometry (same formula, charge and spin): 165.2 kcal per mole
F_max: 7.48 eV/Å
2S+1: 1

natural (NBO) atomic charge list, values in e, 8 entries: C -0.06; C -0.39; C -0.33; C -0.38; C 0.70; H 0.51; H 0.23; H 0.26

No. 6
Below is a molecular structure, C6H7N2O5 in a non-equilibrium geometry, with properties calculated with ωB97M-V with the def2-TZVPD basis set.

CARTESIAN COORDINATES (ANGSTROEM)
C 1.274 0.583 -1.003
C 0.920 -1.890 -0.624
C 1.249 -0.026 0.935
C 0.447 -0.539 -0.225
C -1.005 -0.353 -0.124
C -1.443 0.787 0.754
N 2.080 0.873 0.005
N -2.889 0.816 0.891
O 2.240 -2.003 -0.997
O 1.325 -0.141 2.115
O 3.176 1.618 -0.143
O 1.112 1.010 -2.139
O 0.195 -2.836 -0.765
H -1.430 -1.272 0.074
H -1.450 -0.164 -1.164
H -0.991 0.766 1.694
H -1.123 1.702 0.315
H -3.209 1.603 1.388
H 2.750 -1.177 -0.971
H -3.228 0.642 -0.017

Computed properties:
charge: -1
energy relative to the best compared isomer or geometry (same formula, charge and spin): 62.8 kcal per mole
F_max: 3.75 eV/Å
2S+1: 1

natural (NBO) atomic charge list, values in e, 8 entries: C 0.62; C 0.81; C 0.67; C -0.38; C -0.39; C -0.22; N -0.14; N -0.84

No. 7
Below is a single C5H6N2 molecule in a non-equilibrium geometry, with properties calculated with ωB97M-V with the def2-TZVPD basis set.

CARTESIAN COORDINATES (ANGSTROEM)
N 1.191 0.166 -2.983
C 1.116 -0.107 -1.770
C 0.880 -0.168 -0.464
C -0.462 0.011 -0.314
N -1.253 -0.113 0.834
C -0.641 0.848 1.842
C -0.588 -0.712 1.950
H 1.517 -0.072 0.398
H -0.984 0.275 -1.425
H -1.415 1.417 2.388
H 0.385 1.222 1.526
H 0.268 -1.424 1.963
H -1.176 -1.020 2.731

Computed properties:
charge: 0
energy relative to the best compared isomer or geometry (same formula, charge and spin): 107.2 kcal per mole
SMILES: N#C/C=C/N1CC1
F_max: 13.04 eV/Å
2S+1: 1

natural (NBO) atomic charge list, values in e, 8 entries: N -0.34; C 0.26; C -0.47; C 0.14; N -0.43; C -0.26; C -0.25; H 0.25

| no. | gap between HOMO and LUMO (Ha) | DFT total energy (eV) | molecular weight (g mol⁻¹) |
| --- | --- | --- | --- |
| 1 | 0.3421 | -27657.2702 | 164.254 |
| 2 | 0.3393 | -14612.4208 | 174.247 |
| 3 | 0.3160 | -164344.0309 | 1410.514 |
| 4 | 0.2832 | -110318.3394 | 1051.107 |
| 5 | 0.3589 | -10876.4520 | 113.116 |
| 6 | 0.2725 | -19552.6711 | 187.131 |
| 7 | 0.3492 | -8257.7087 | 94.117 |